Record 1
The following is a DFT calculation (wB97M-V/def2-TZVPD) of 2 unconnected molecules or ions with the total composition C4H12 in a non-equilibrium geometry.

Last column: Mulliken charge in e.
Geometry (Å):
1 C 1.390 2.742 0.706  -0.839
2 C 1.446 1.512 -0.243  -0.616
3 H 2.020 2.704 1.580  0.287
4 H 1.642 3.729 0.097  0.210
5 H 0.411 2.934 1.152  0.292
6 H 0.555 1.165 -0.736  0.186
7 H 1.654 0.721 0.501  0.191
8 H 2.279 1.598 -0.929  0.286
9 C -1.782 -1.909 -0.904  -0.605
10 C -1.043 -2.364 0.337  -0.723
11 H -2.872 -1.996 -0.667  0.217
12 H -1.472 -0.914 -1.234  0.225
13 H -1.468 -2.660 -1.612  0.213
14 H -0.389 -1.491 0.746  0.087
15 H -0.629 -3.290 0.457  0.389
16 H -1.801 -2.376 1.269  0.200

Results
SMILES   CC.CC
Net charge   0
Energy above the lowest of the compared OMol25 structures with the same formula, charge and spin   28.8 kcal/mol
Electronic energy   -4341.2792 eV



Record 2
The following is a DFT calculation (wB97M-V/def2-TZVPD) of a molecular structure, C9H14AlN2P in a non-equilibrium geometry.

Last column: Mulliken charge in e.
Geometry (Å):
1 C 2.230 0.787 0.586  -0.477
2 C 2.656 1.853 -0.140  -0.560
3 C 1.902 2.731 -0.966  -0.286
4 C 0.496 2.905 -1.069  -0.566
5 C -0.482 2.458 -0.236  -0.433
6 Al 0.436 1.041 0.437  0.035
7 P -0.060 1.013 2.853  -0.057
8 H 2.892 0.079 1.078  0.377
9 H 3.735 2.082 -0.150  0.254
10 H 2.505 3.409 -1.588  0.272
11 H -1.516 2.789 -0.276  0.360
12 H 0.212 3.578 -1.894  0.270
13 H -1.456 1.089 3.178  0.081
14 H 0.492 2.000 3.717  0.134
15 H 0.311 -0.196 3.508  0.085
16 C -1.110 -3.485 -1.942  -0.840
17 N -1.100 -2.434 -0.944  0.164
18 C -2.005 -2.302 0.113  -0.495
19 C -1.668 -1.165 0.774  -0.387
20 N -0.564 -0.604 0.122  0.140
21 C -0.254 -1.391 -0.912  -0.234
22 H -1.245 -4.460 -1.457  0.330
23 H -1.930 -3.340 -2.661  0.317
24 H -0.159 -3.471 -2.483  0.297
25 H -2.793 -3.012 0.303  0.418
26 H -2.087 -0.714 1.658  0.361
27 H 0.563 -1.240 -1.609  0.439

Results
Net charge   0
Energy above the lowest of the compared OMol25 structures with the same formula, charge and spin   0.0 kcal/mol
Electronic energy   -28422.8989 eV



Record 3
The following is a DFT calculation (wB97M-V/def2-TZVPD) of a molecular structure, C40H31Cl5F18IrN5O2PS in a non-equilibrium geometry.

Last column: Mulliken charge in e.
Geometry (Å):
1 Ir 0.208 -0.377 -0.231  0.402
2 Cl -3.260 2.570 5.794  -0.184
3 C -2.316 1.823 4.565  0.386
4 C -2.815 1.696 3.275  0.007
5 Cl -4.371 2.302 2.871  -0.177
6 C -2.049 1.068 2.300  0.916
7 Cl -2.591 0.963 0.675  0.023
8 C -0.798 0.523 2.573  -2.297
9 O -0.055 -0.187 1.714  -0.001
10 C -0.297 0.700 3.864  0.464
11 Cl 1.292 0.096 4.196  -0.250
12 C -1.039 1.337 4.849  0.232
13 Cl -0.382 1.520 6.424  -0.182
14 C 0.316 -5.699 1.948  -0.793
15 C -0.676 -4.978 1.061  -0.434
16 N -0.243 -3.601 0.889  0.465
17 C 1.026 -3.157 0.920  -0.343
18 N 1.283 -1.906 0.580  1.006
19 C 2.602 -1.326 0.848  -0.190
20 C 3.379 -2.132 1.864  -0.915
21 C 3.371 -3.582 1.436  -0.673
22 N 1.987 -4.025 1.315  0.187
23 C 1.714 -5.459 1.416  -0.590
24 H 0.101 -6.767 1.960  0.411
25 H 0.243 -5.321 2.969  0.284
26 H -1.667 -4.967 1.514  0.329
27 H -0.760 -5.477 0.090  0.263
28 H -0.914 -2.918 0.594  -1.356
29 H 2.446 -0.313 1.238  0.242
30 H 3.162 -1.248 -0.087  0.079
31 H 2.906 -2.044 2.845  0.229
32 H 4.400 -1.760 1.938  0.469
33 H 3.851 -4.208 2.187  0.498
34 H 3.905 -3.716 0.488  0.218
35 H 2.456 -5.885 2.089  0.404
36 H 1.835 -5.936 0.437  0.226
37 F 2.418 2.188 0.070  -0.299
38 C 1.343 2.980 0.348  -0.386
39 F 0.897 2.550 1.529  -0.075
40 F 1.800 4.222 0.489  -0.264
41 C 0.264 2.854 -0.773  1.223
42 O 0.029 1.554 -1.136  0.351
43 C -1.031 3.637 -0.292  -0.229
44 F -0.888 4.966 -0.328  -0.262
45 F -2.051 3.314 -1.091  -0.082
46 F -1.365 3.342 0.968  -0.168
47 C 0.774 3.585 -2.076  -0.034
48 F -0.054 3.307 -3.087  -0.025
49 F 1.998 3.120 -2.428  -0.202
50 F 0.898 4.905 -1.988  -0.240
51 C 3.313 0.997 -5.110  -1.105
52 N 2.464 0.138 -4.295  -0.031
53 C 2.487 0.102 -2.970  0.608
54 N 3.347 0.852 -2.309  -0.121
55 S 1.483 -1.074 -2.178  -0.431
56 H 2.925 1.001 -6.124  0.362
57 H 4.346 0.647 -5.125  0.357
58 H 3.279 2.021 -4.735  0.346
59 H 1.916 -0.576 -4.747  0.301
60 H 3.859 1.593 -2.762  0.324
61 H 3.243 0.921 -1.312  0.060
62 F -7.347 -2.535 1.476  -0.245
63 C -6.344 -3.419 1.593  0.685
64 F -6.127 -3.621 2.899  -0.276
65 F -6.768 -4.579 1.063  -0.257
66 C -5.108 -2.924 0.885  0.272
67 C -5.128 -2.836 -0.500  -1.306
68 C -4.025 -2.346 -1.175  -0.531
69 C -2.891 -1.941 -0.469  0.298
70 C -2.887 -2.033 0.921  0.063
71 C -3.995 -2.520 1.599  -0.795
72 P -1.445 -1.354 -1.415  2.674
73 C -1.062 -2.805 -2.465  1.389
74 C -0.033 -3.698 -2.172  0.100
75 C 0.156 -4.836 -2.937  -1.098
76 C -0.685 -5.090 -4.008  0.180
77 C -1.690 -4.196 -4.337  -1.309
78 C -1.878 -3.060 -3.567  -0.910
79 C -0.472 -6.321 -4.853  0.775
80 F 0.073 -7.319 -4.139  -0.268
81 F 0.362 -6.060 -5.878  -0.248
82 F -1.623 -6.767 -5.373  -0.265
83 C -2.083 -0.157 -2.619  0.650
84 C -3.194 0.637 -2.343  -0.805
85 C -3.549 1.658 -3.207  -1.697
86 C -2.802 1.882 -4.350  0.565
87 C -1.720 1.074 -4.657  -1.195
88 C -1.356 0.062 -3.788  -0.664
89 C -3.193 3.026 -5.250  0.678
90 F -4.462 2.895 -5.675  -0.265
91 F -3.107 4.197 -4.601  -0.233
92 F -2.408 3.102 -6.336  -0.296
93 H -6.007 -3.149 -1.049  0.478
94 H -4.063 -2.265 -2.252  0.418
95 H -2.041 -1.679 1.498  0.507
96 H -3.992 -2.570 2.680  0.637
97 H 0.650 -3.485 -1.369  0.359
98 H 0.957 -5.526 -2.705  0.571
99 H -2.328 -4.387 -5.190  0.503
100 H -2.652 -2.361 -3.850  0.386
101 H -3.797 0.458 -1.465  0.611
102 H -4.402 2.286 -2.983  0.491
103 H -1.165 1.239 -5.570  0.496
104 H -0.496 -0.555 -4.009  0.544

Results
Net charge   +1
Energy above the lowest of the compared OMol25 structures with the same formula, charge and spin   4.0 kcal/mol
Electronic energy   -188018.4097 eV



Record 4
The following is a DFT calculation (wB97M-V/def2-TZVPD) of 7 unconnected molecules or ions with the total composition C4H21NO8S in a non-equilibrium geometry.

Last column: Mulliken spin population.
Geometry (Å):
1 O -0.173 1.649 1.907  0.068
2 C -0.852 0.826 1.341  -0.019
3 N -0.792 0.670 -0.022  0.177
4 C 0.280 1.298 -0.753  0.020
5 C 0.948 0.261 -1.575  0.010
6 S 2.712 0.875 -1.774  0.596
7 C -0.432 2.492 -1.738  0.080
8 O -0.115 3.806 -1.411  0.049
9 H -1.486 0.128 1.812  -0.003
10 H -1.237 -0.258 -0.359  -0.010
11 H 0.942 1.668 0.037  0.020
12 H 0.783 -0.740 -1.165  0.002
13 H 0.626 0.204 -2.631  0.003
14 H 3.520 0.093 -1.065  -0.007
15 H -1.509 2.323 -1.703  -0.001
16 H 0.202 2.489 -2.619  0.007
17 H 0.542 3.971 -0.757  0.003
18 H 1.276 -0.201 2.743  0.000
19 H 1.977 -0.814 4.072  0.000
20 O 1.637 -1.013 3.178  0.000
21 H 1.242 1.875 3.394  0.000
22 H 0.118 1.256 4.078  0.000
23 O 0.997 1.502 4.320  0.001
24 H -3.486 0.468 -2.543  0.000
25 H -3.119 0.761 -0.993  0.000
26 O -3.712 0.848 -1.700  0.002
27 H -0.592 -3.145 -2.053  0.000
28 H -0.763 -2.083 -3.252  0.000
29 O -0.879 -2.332 -2.350  0.001
30 H 1.221 -4.122 -0.767  0.000
31 H -0.010 -3.605 0.112  0.000
32 O 0.292 -4.181 -0.641  0.000
33 H -0.765 -2.390 1.956  0.000
34 H 0.711 -2.371 1.717  0.000
35 O -0.103 -2.212 1.205  0.002

Results
Net charge   +1
Multiplicity   2
Energy above the lowest of the compared OMol25 structures with the same formula, charge and spin   59.9 kcal/mol
Electronic energy   -33182.9777 eV